(1)
Formula: C33H52F5N2O11S3V
Source: the OMol25 dataset
Level of theory: the ωB97M-V functional and the def2-TZVPD basis

Its highest occupied orbital energy (spin up / spin down) is -10.403 / -10.403 eV. Its spin multiplicity is 4. As for the total charge: +1. As for the largest force on an atom: 0.177 Eh/bohr.

Structure (XYZ):
```
107
Properties=species:S:1:pos:R:3:forces:R:3:lowdin_spin:R:1
V -2.7389 -1.1470 2.6659 -1.899 0.970 -3.523 2.90
N -0.4157 -2.2605 5.8257 -0.047 -0.116 -0.138 0.00
H -1.2443 -2.2837 5.2486 -0.275 -0.221 -0.019 0.01
H 0.2746 -2.8687 5.4090 0.563 -0.328 -0.397 0.00
H -0.6186 -2.5865 6.7599 -0.153 0.032 0.593 0.00
H -0.0629 -1.3143 5.8092 0.393 0.528 0.218 0.00
N -0.9469 -0.8682 1.6058 0.151 1.903 -2.561 0.02
S 0.5234 -1.3146 1.7293 6.459 -4.231 2.353 0.01
O 1.5335 -0.2692 1.8704 -2.317 -1.435 -0.714 0.00
O 0.8873 -2.5885 1.1223 -1.019 2.527 0.807 0.00
F 0.2950 -1.7783 3.2892 -0.302 -0.301 1.201 0.01
S -0.5653 0.0722 0.2170 -3.643 4.062 -7.256 0.00
O 0.2865 -0.4520 -0.9037 -1.841 0.451 4.590 0.00
O -0.6394 1.4992 0.3910 1.427 -1.731 1.353 0.00
F -2.0548 -0.0680 -0.4289 0.879 -1.231 0.646 0.00
C -5.5788 1.6020 -0.0218 -0.589 -0.620 0.716 0.00
F -6.6789 0.8007 -0.2208 1.603 0.505 0.315 0.00
F -4.6018 1.2641 -0.8895 -1.172 0.379 0.629 0.00
F -6.0096 2.8554 -0.2013 0.833 -0.847 0.079 0.00
S -4.8151 1.4307 1.7817 -1.111 4.105 0.836 0.00
O -4.1163 0.1250 1.7046 1.539 -2.501 0.851 0.02
O -3.8819 2.5499 1.8539 -0.856 -1.662 -0.412 0.00
O -5.8810 1.4478 2.7781 0.940 -0.702 -1.478 0.00
C -2.1176 -5.0910 -1.9488 1.472 -0.284 0.638 0.00
C -2.8770 -4.2850 -2.7511 -0.246 1.390 -0.344 0.00
C -2.3791 -3.0411 -3.1670 0.632 -0.348 0.549 0.00
C -1.0914 -2.6357 -2.7573 -1.448 0.325 -0.794 0.00
C -0.2863 -3.4660 -2.0138 -0.547 -0.712 0.200 0.00
C -0.8069 -4.6985 -1.5864 -0.043 0.380 -0.483 0.00
H -2.5276 -6.0482 -1.6623 0.172 -0.131 0.233 0.00
H -3.8912 -4.5659 -2.9940 -0.028 -0.135 -0.262 0.00
H -2.9636 -2.4064 -3.8166 -0.075 0.112 0.067 0.00
H -0.7734 -1.6429 -3.0393 0.251 0.007 -0.145 0.00
H 0.7310 -3.1587 -1.8214 0.048 -0.158 0.341 0.00
H -0.1173 -5.3146 -1.0285 -0.305 -0.401 0.143 0.00
C 6.5996 -2.6636 2.9155 -0.170 -0.369 0.494 0.00
C 6.4367 -1.8224 3.9776 -0.823 0.978 0.827 0.00
C 5.1641 -1.2545 4.2384 0.986 0.078 -0.129 0.00
C 4.0913 -1.5823 3.4571 -0.238 -0.389 -0.368 0.00
C 4.2419 -2.5716 2.4710 -1.683 1.141 0.351 0.00
C 5.4540 -3.0904 2.2418 2.273 -0.979 -1.028 0.00
H 7.5887 -3.0152 2.6619 -0.048 -0.234 -0.084 0.00
H 7.2421 -1.5470 4.6423 0.266 0.077 -0.212 0.00
H 5.0752 -0.4529 4.9566 0.024 -0.097 0.285 0.00
H 3.1611 -1.0444 3.5655 -0.133 -0.030 0.039 0.00
H 3.4286 -2.8304 1.8092 -0.220 -0.129 0.116 0.00
H 5.6093 -3.8207 1.4614 -0.241 -0.079 -0.155 0.00
C 3.2855 -2.0005 -2.2732 -0.152 -0.677 -0.201 0.00
C 4.1531 -2.0791 -1.2014 1.294 0.379 -0.096 0.00
C 5.3620 -2.7917 -1.3251 -1.062 -0.106 -0.209 0.00
C 5.5988 -3.5385 -2.4752 -0.641 0.228 0.646 0.00
C 4.7080 -3.4727 -3.5503 0.037 0.263 0.106 0.00
C 3.5314 -2.7149 -3.4476 0.670 0.236 0.501 0.00
H 2.3767 -1.4188 -2.2280 -0.055 0.146 0.219 0.00
H 3.9940 -1.4809 -0.3164 -0.168 0.008 0.151 0.00
H 6.0908 -2.8025 -0.5281 -0.086 0.010 0.129 0.00
H 6.4133 -4.2456 -2.4206 0.330 0.185 -0.621 0.00
H 5.0414 -3.9539 -4.4579 -0.523 -0.238 -0.189 0.00
H 2.7788 -2.5825 -4.2107 0.314 -0.354 -0.480 0.00
C -3.9015 3.8104 -4.1954 0.176 -0.266 -2.842 0.00
C -2.9754 3.4220 -5.1981 -0.780 -0.044 0.944 0.00
C -1.9554 2.5511 -4.8744 0.789 -0.119 0.200 0.00
C -1.7539 2.1400 -3.5471 -0.445 1.448 -0.373 0.00
C -2.6385 2.6503 -2.6024 2.395 -2.218 0.470 0.00
C -3.7341 3.3569 -2.9354 -1.224 0.903 1.470 0.00
H -4.7668 4.3404 -4.5653 -0.124 0.323 0.476 0.00
H -3.1136 3.7688 -6.2115 0.047 -0.002 -0.058 0.00
H -1.2430 2.2650 -5.6339 0.029 -0.148 -0.120 0.00
H -0.8590 1.6359 -3.2134 0.017 -0.307 -0.245 0.00
H -2.4172 2.3768 -1.5813 -0.326 0.121 0.281 0.00
H -4.3982 3.5615 -2.1086 -0.381 0.434 -0.243 0.00
C -2.3762 6.1636 0.0686 0.211 0.959 -0.850 0.00
C -1.1639 5.6913 0.8250 -1.169 -1.316 0.074 0.00
O -1.4356 4.3139 1.1166 0.544 -0.355 0.883 0.00
H -3.3250 6.1272 0.6037 0.308 -0.080 0.390 0.00
H -2.5118 5.5573 -0.8270 0.091 -0.013 -0.116 0.00
H -2.1911 7.1889 -0.2517 -0.281 0.222 -0.157 0.00
H -1.0889 6.1980 1.7871 0.281 -0.005 -0.046 0.00
H -0.2398 5.7733 0.2528 0.032 0.306 0.000 0.00
H -1.1339 3.7189 0.4263 0.065 0.275 -0.175 0.00
C 2.2947 3.7271 2.3955 0.236 0.719 0.398 0.00
C 1.3257 2.8476 3.1810 1.170 -0.039 -1.374 0.00
O 0.5958 3.6383 4.0799 -0.254 -0.131 0.088 0.00
H 2.8417 3.2111 1.6064 -0.016 -0.362 0.255 0.00
H 2.9989 4.1837 3.0910 0.274 -0.157 0.010 0.00
H 1.8425 4.5894 1.9056 -0.602 -0.181 0.043 0.00
H 1.9203 2.0916 3.6937 0.186 -0.157 0.382 0.00
H 0.7685 2.2904 2.4279 -0.852 0.165 0.185 0.00
H -0.0575 3.0698 4.4942 -0.179 0.226 0.038 0.00
C 2.8139 2.3761 -1.2807 0.351 0.194 0.391 0.00
C 3.1348 2.0341 -2.7302 0.337 -0.955 1.945 0.00
O 2.1624 2.5314 -3.5664 -0.465 0.893 -0.992 0.00
H 3.5974 2.0375 -0.6028 -0.060 -0.640 0.035 0.00
H 1.8379 1.9647 -1.0234 0.080 0.037 0.231 0.00
H 2.8298 3.4430 -1.0583 -0.364 0.317 -0.441 0.00
H 3.0624 0.9486 -2.7978 0.478 -0.059 -0.266 0.00
H 4.1439 2.3908 -2.9364 0.134 -0.156 -0.475 0.00
H 2.2928 3.4802 -3.5008 -0.531 0.325 -0.408 0.00
C -5.6496 -2.7118 1.0221 0.334 -0.351 0.715 0.00
C -4.3388 -3.3160 0.5678 -1.473 0.179 -0.679 0.00
O -3.2637 -2.4233 0.9023 0.579 0.247 1.398 0.01
H -5.7207 -2.7567 2.1089 -0.242 0.363 0.196 0.00
H -6.4691 -3.3136 0.6292 -0.018 0.101 -0.024 0.00
H -5.7044 -1.6894 0.6484 -0.220 -0.098 0.167 0.00
H -4.5352 -3.3410 -0.5041 1.205 -0.241 -0.214 0.00
H -4.1414 -4.3151 0.9562 0.079 0.094 -0.052 0.00
H -2.6365 -2.3162 0.1835 0.180 -0.081 -0.438 0.00
```
Forces are in eV/Å.



(2)
Formula: C16H20IN3O10P3S2
Source: the OMol25 dataset
Level of theory: the ωB97M-V functional and the def2-TZVPD basis

Its highest occupied orbital energy is -4.730 eV. As for the total charge: -1. As for the largest force on an atom: 0.051 Eh/bohr.

Structure (XYZ):
```
55
Properties=species:S:1:pos:R:3:forces:R:3:nbo_charge:R:1
C 2.7113 -0.5508 -0.1756 -0.383 -0.088 -0.104 -0.85
S 1.3534 -0.1555 0.9094 0.094 1.992 0.541 2.15
O 1.9200 0.4429 2.1011 0.145 -0.695 0.533 -0.98
O 0.5112 0.7749 0.1943 -0.279 -0.444 -0.673 -0.96
C 0.4998 -1.7197 1.3566 0.971 -2.150 -1.132 -0.35
P 1.1137 -2.3850 3.0261 -0.213 1.632 1.569 1.24
N 2.7538 -2.5172 2.5959 -0.385 -0.967 -0.313 -1.14
O 0.6406 -3.9477 3.0437 0.172 -0.345 -0.577 -0.99
O 1.0726 -2.6513 0.4529 -0.803 0.373 0.406 -0.86
P 0.0475 -3.0449 -0.9485 2.080 -0.387 -1.144 0.83
P -1.0624 -3.6501 -2.7729 -1.666 0.906 -0.187 0.91
N 0.0524 -3.2602 -4.0441 0.575 -0.410 0.674 -1.16
O -1.0473 -5.2901 -2.6304 0.692 0.003 -0.157 -0.98
O -1.2246 -2.0108 -0.2344 -0.150 0.561 0.256 -0.81
C -1.0366 -1.7556 1.0497 -0.700 -0.844 -0.219 0.38
I -2.1267 0.0491 1.6917 -0.001 0.052 -0.071 0.07
N -1.7160 -2.9091 1.8073 0.156 1.395 0.194 -0.50
C -2.1429 -2.8184 2.9223 0.864 -0.768 0.240 0.23
S -2.3889 -2.9116 4.4728 -0.577 0.033 0.239 -0.02
H 2.3151 -0.4893 -1.1845 0.010 -0.251 -0.070 0.26
H 3.3945 0.2767 0.0006 0.075 -0.014 0.143 0.25
H 3.1445 -1.5161 0.0447 0.097 0.011 0.045 0.26
H 3.2204 -2.9193 3.4023 0.176 0.287 0.096 0.38
H 2.8152 -3.2361 1.8700 0.120 0.252 -0.204 0.38
H -0.1211 -4.0556 3.6262 -0.040 0.038 0.057 0.50
H 0.5681 -1.8506 -1.5695 -0.364 -0.012 -0.146 -0.14
H 1.2250 -3.7207 -1.5477 -0.205 -0.388 0.262 -0.19
H -0.3529 -4.2204 -0.2266 -0.391 0.189 0.057 -0.11
H 0.1656 -2.2480 -3.9900 -0.225 0.085 -0.193 0.39
H 0.9738 -3.6170 -3.7683 0.061 0.010 -0.177 0.35
H -0.2020 -5.5979 -2.2658 -0.035 -0.090 0.074 0.47
C 1.6323 6.4085 1.8015 0.024 0.031 -0.004 -0.24
C 2.8503 5.8790 1.8395 0.006 0.025 0.003 -0.23
C 3.0480 4.4050 1.8925 -0.097 -0.029 0.004 0.48
O 4.1650 3.9336 1.9271 0.059 0.034 -0.017 -0.50
C 1.8363 3.5483 1.9004 0.023 -0.050 -0.006 -0.22
C 0.6177 4.0843 1.8608 0.003 0.042 0.002 -0.25
C 0.4178 5.5503 1.8081 -0.026 -0.074 0.002 0.49
O -0.6898 6.0463 1.7701 -0.004 0.053 0.001 -0.51
H 1.4635 7.4777 1.7630 -0.041 -0.007 -0.002 0.22
H 3.7482 6.4848 1.8340 0.021 -0.034 0.003 0.22
H 1.9857 2.4725 1.9382 0.035 0.146 0.027 0.28
H -0.2771 3.4738 1.8630 0.006 -0.022 -0.032 0.24
C -3.0928 2.5859 -2.5569 0.020 -0.006 -0.018 -0.25
C -1.9410 1.9316 -2.6710 0.007 0.033 0.023 -0.20
C -1.9052 0.4479 -2.7279 -0.139 -0.087 0.209 0.48
O -0.8632 -0.1558 -2.8267 0.256 0.024 -0.325 -0.48
C -3.1984 -0.2772 -2.6488 -0.097 -0.050 0.016 -0.22
C -4.3487 0.3816 -2.5347 0.047 0.022 -0.022 -0.24
C -4.3875 1.8621 -2.4814 -0.002 -0.041 0.038 0.48
O -5.4369 2.4656 -2.3804 -0.020 0.032 -0.023 -0.52
H -3.1454 3.6664 -2.5123 -0.037 -0.001 0.019 0.23
H -0.9853 2.4373 -2.7248 0.024 -0.040 0.037 0.23
H -3.1395 -1.3597 -2.6876 0.078 0.012 0.028 0.25
H -5.3035 -0.1251 -2.4744 -0.016 0.026 0.018 0.22
```
Forces are in eV/Å.